[1]
DFT (ωB97M-V with the def2-TZVPD basis set) results for a 2-piece molecular cluster, CHBrClNO2 overall at a distorted geometry.

Computed properties:
E_HOMO (spin up / spin down) ... -10.51 / -10.51 eV
Total energy ... -3277.91254 Eh
Energy above the lowest of the compared OMol25 structures with the same formula, charge and spin ... 294.8 kJ/mol

Element x y z (Å)
C  0.56  -0.07  -0.10
N  -0.81  0.04  0.42
O  -1.22  1.13  0.81
O  -1.39  -0.98  0.35
Cl  1.09  -1.76  -0.04
Br  1.65  1.37  0.44
H  0.12  0.27  -1.87



[2]
DFT (ωB97M-V with the def2-TZVPD basis set) results for a 2-piece molecular cluster, CHBrNO2 overall at a distorted geometry.

Computed properties:
E_HOMO (spin up / spin down) ... -2.87 / -2.87 eV
Total energy ... -2817.78067 Eh
Net charge ... -1
Energy above the lowest of the compared OMol25 structures with the same formula, charge and spin ... 603.9 kJ/mol

Element x y z (Å)
C  0.43  -1.68  0.74
N  -0.66  0.94  -1.19
O  -1.79  1.41  -1.07
O  0.29  1.69  -1.44
Br  2.02  -1.21  1.59
H  -0.28  -1.15  1.37



[3]
DFT (ωB97M-V with the def2-TZVPD basis set) results for the molecule CHBrO at a distorted geometry.

Computed properties:
E_HOMO ... -10.23 eV
Total energy ... -2687.92143 Eh
SMILES ... O=CBr
Energy above the lowest of the compared OMol25 structures with the same formula, charge and spin ... 66.3 kJ/mol

Element x y z (Å)
O  -0.46  -1.74  -0.02
C  -0.57  -0.59  0.07
Br  -2.79  0.07  0.00
H  0.13  0.23  0.00



[4]
DFT (ωB97M-V with the def2-TZVPD basis set) results for CHBrOS2 as an isolated structure at a distorted geometry.

Computed properties:
E_HOMO ... -8.81 eV
Total energy ... -3484.26568 Eh
Energy above the lowest of the compared OMol25 structures with the same formula, charge and spin ... 190.9 kJ/mol

Element x y z (Å)
C  -0.10  -0.62  -1.66
O  -0.51  -1.66  -1.52
S  -0.25  1.41  -0.32
S  -0.39  1.11  1.55
Br  0.39  -1.06  2.33
H  0.87  0.82  -0.39



Question: Which value of total energy does entry 2 give?
Answer: -2817.78067 Eh



Question: Among the records above, which one has the highest energy above the lowest of the compared OMol25 structures with the same formula, charge and spin?
Answer: CHBrNO2



Question: What is the energy above the lowest of the compared OMol25 structures with the same formula, charge and spin in the third record?
Answer: 66.3 kJ/mol